# 1
Molecular formula: C6H14BCuO3
Method: DFT, ωB97M-V/def2-TZVPD

Last column: Mulliken spin population.
Atoms and positions in Å:
C: 3.25 -1.86 -0.72  0.00
O: 2.78 -0.54 -0.96  0.00
C: 2.43 0.14 0.22  0.00
C: 1.23 1.03 -0.07  0.07
C: -0.05 0.40 0.48  -0.11
C: -1.26 1.26 0.38  0.54
C: -2.52 0.69 1.01  0.03
B: -3.14 -0.19 -0.12  -0.01
O: -3.42 -1.51 -0.06  -0.01
O: -3.35 0.48 -1.33  0.01
H: 2.40 -2.54 -0.65  0.00
H: 3.84 -1.93 0.19  0.00
H: 3.89 -2.15 -1.54  0.00
H: 3.27 0.69 0.64  0.00
H: 2.13 -0.61 0.96  0.00
H: 1.36 2.01 0.39  0.00
H: 1.14 1.12 -1.15  -0.03
H: 0.10 0.20 1.54  0.08
H: -0.20 -0.55 -0.03  0.01
H: -1.05 2.24 0.81  0.02
H: -3.18 1.48 1.34  0.01
H: -2.28 0.04 1.85  0.01
H: -2.68 -1.98 0.36  0.00
H: -2.80 0.04 -2.00  -0.01
Cu: -1.88 2.03 -1.52  0.38

Properties
multiplicity	2
LUMO level (spin up / spin down)	-5.082 / -6.455	eV
<S²>	0.761
highest occupied orbital energy (spin up / spin down)	-12.6 / -12.6	eV
gap between HOMO and LUMO (spin up / spin down)	0.27661 / 0.22610	Eh
total charge	+1

=====

# 2
Molecular formula: C6H14BeMgO4
Method: DFT, ωB97M-V/def2-TZVPD

Last column: Mulliken spin population.
Atoms and positions in Å:
O: 2.67 0.15 2.18  0.08
Mg: 4.11 -0.62 3.14  0.10
C: 2.51 1.42 1.60  0.06
H: 1.49 1.80 1.75  0.00
H: 2.47 1.24 0.34  0.00
H: 3.28 2.13 1.90  0.02
O: 1.91 0.42 -0.58  0.26
C: 2.05 -0.85 -0.13  0.44
C: 0.88 -1.75 -0.42  -0.02
O: -0.29 -0.96 -0.20  0.01
C: -1.53 -1.45 -0.69  0.01
C: -2.53 -0.34 -0.49  0.00
O: -1.95 0.88 -0.98  0.00
C: -2.89 1.96 -1.06  0.00
Be: -0.16 0.70 -0.72  -0.01
H: 2.02 -0.59 1.54  0.02
H: 3.03 -1.31 -0.33  0.03
H: 0.87 -2.63 0.24  0.01
H: 0.88 -2.09 -1.47  0.02
H: -1.84 -2.35 -0.14  0.00
H: -1.42 -1.70 -1.76  0.00
H: -2.77 -0.21 0.58  0.00
H: -3.45 -0.56 -1.05  0.00
H: -2.34 2.85 -1.39  0.00
H: -3.66 1.71 -1.80  0.00
H: -3.34 2.14 -0.08  0.00

Properties
energy relative to the best compared isomer or geometry (same formula, charge and spin)	0.0000	eV
multiplicity	2
LUMO level (spin up / spin down)	-13.533 / -13.826	eV
<S²>	0.758
highest occupied orbital energy (spin up / spin down)	-18.3 / -19.9	eV
gap between HOMO and LUMO (spin up / spin down)	0.17457 / 0.22410	Eh
total charge	+3

=====

# 3
Molecular formula: C6H14Br
Method: DFT, ωB97M-V/def2-TZVPD

Last column: Mulliken spin population.
Atoms and positions in Å:
Br: 0.19 -1.14 3.06  0.86
H: 0.59 -0.94 0.62  -0.01
C: 0.37 -0.49 -0.36  0.02
C: 1.59 -0.09 -1.16  0.00
C: -0.44 -1.39 -1.30  0.00
C: -0.46 0.69 0.13  -0.01
C: 0.51 1.53 0.98  0.01
C: -1.63 0.09 0.89  0.10
H: 1.19 0.66 -1.88  0.00
H: 2.41 0.36 -0.59  0.00
H: 1.94 -0.94 -1.77  0.00
H: -0.86 -0.65 -2.03  0.00
H: 0.23 -2.04 -1.89  0.00
H: -1.28 -1.98 -0.87  0.00
H: -0.85 1.32 -0.70  0.02
H: 1.04 0.92 1.74  0.00
H: 1.24 2.02 0.31  0.00
H: -0.08 2.29 1.50  0.00
H: -1.28 -0.75 1.61  0.01
H: -2.06 0.87 1.51  -0.01
H: -2.36 -0.35 0.21  0.01

Properties
energy relative to the best compared isomer or geometry (same formula, charge and spin)	0.3834	eV
multiplicity	2
LUMO level (spin up / spin down)	0.968 / -3.213	eV
<S²>	0.753
highest occupied orbital energy (spin up / spin down)	-10.4 / -10.4	eV
gap between HOMO and LUMO (spin up / spin down)	0.41954 / 0.26300	Eh

=====

# 4
Molecular formula: C6H14Br2Si
Method: DFT, ωB97M-V/def2-TZVPD

Last column: natural (NBO) charge in e.
Atoms and positions in Å:
C: 1.31 3.33 0.69  -0.69
C: -1.65 -0.59 0.84  -1.11
C: -0.45 -0.59 -2.36  -1.05
C: 0.39 -2.60 -0.08  -1.10
C: 0.34 2.20 0.81  -0.13
C: 1.25 0.32 -0.02  -0.68
Si: -0.20 -0.81 -0.41  1.59
Br: -1.23 2.58 -0.24  -0.01
Br: 2.26 -0.11 1.59  0.01
H: 0.89 4.17 1.15  0.23
H: 2.14 2.99 1.31  0.23
H: 1.47 3.67 -0.36  0.23
H: -2.62 -0.52 0.46  0.25
H: -1.66 -1.56 1.39  0.23
H: -1.71 0.27 1.59  0.25
H: 0.06 -1.42 -2.94  0.23
H: -1.36 -0.53 -2.83  0.24
H: 0.11 0.25 -2.56  0.22
H: -0.39 -2.95 0.67  0.23
H: 0.28 -3.14 -0.96  0.23
H: 1.46 -2.64 0.30  0.25
H: -0.01 1.90 1.72  0.17
H: 1.83 0.83 -0.71  0.19

Properties
energy relative to the best compared isomer or geometry (same formula, charge and spin)	4.4328	eV
LUMO level	0.454	eV
highest occupied orbital energy	-8.6	eV
gap between HOMO and LUMO	0.33245	Eh

=====

# 5
Molecular formula: C6H14BrFN2O4PS
Method: DFT, ωB97M-V/def2-TZVPD

Last column: natural (NBO) charge in e.
Atoms and positions in Å:
C: 3.16 -1.02 -1.88  -0.60
C: 2.25 0.16 -1.49  -0.43
C: 0.80 -0.30 -1.47  0.19
F: -0.05 0.63 -2.07  -0.36
C: 0.33 -0.70 -0.09  0.01
O: -0.28 -2.00 0.03  -0.69
S: -0.70 -2.13 1.58  2.54
O: 0.31 -2.88 2.24  -0.92
O: -2.04 -2.56 1.70  -0.86
O: -0.54 -0.58 1.97  -0.69
C: -0.57 0.21 0.73  -0.04
C: -0.01 1.57 1.11  -0.25
N: -0.12 2.64 0.12  -0.83
P: -2.40 0.30 0.17  1.29
N: -3.51 0.37 1.25  -1.20
H: 2.75 -1.93 -1.44  0.21
H: 4.17 -0.90 -1.48  0.21
H: 3.19 -1.16 -2.96  0.21
H: 2.58 0.48 -0.50  0.20
H: 2.39 0.98 -2.19  0.23
H: 0.74 -1.20 -2.08  0.19
H: 1.22 -0.79 0.55  0.20
H: 1.03 1.47 1.42  0.19
H: -0.57 1.87 2.00  0.22
H: 0.77 2.90 -0.26  0.36
H: -0.79 2.45 -0.60  0.37
H: -2.54 -0.80 -0.70  -0.07
H: -2.44 1.44 -0.66  -0.09
H: -3.19 0.35 2.21  0.41
Br: -5.93 1.16 2.78  -0.97

Properties
LUMO level	2.111	eV
highest occupied orbital energy	-2.7	eV
gap between HOMO and LUMO	0.17853	Eh
total charge	-1

=====

# 6
Molecular formula: C6H14BrIN
Method: DFT, ωB97M-V/def2-TZVPD

Last column: natural (NBO) charge in e.
Atoms and positions in Å:
C: 1.44 -2.56 0.80  -0.66
C: -2.26 0.62 0.24  -0.44
C: -0.66 0.30 -1.37  -0.44
C: -0.06 1.57 0.50  -0.43
C: 0.60 -1.50 0.15  -0.22
C: -0.26 -0.71 0.77  0.04
N: -0.88 0.42 0.10  -0.31
Br: 2.72 1.82 -1.38  -0.19
I: -0.89 -0.88 2.89  0.22
H: 1.90 -2.09 1.66  0.24
H: 2.35 -2.72 0.23  0.24
H: 0.90 -3.52 0.97  0.26
H: -2.63 1.52 -0.27  0.25
H: -2.86 -0.37 0.09  0.26
H: -2.36 0.97 1.26  0.24
H: 0.45 0.42 -1.55  0.25
H: -0.94 -0.73 -1.68  0.24
H: -1.16 1.15 -1.92  0.25
H: -0.16 2.51 -0.06  0.25
H: -0.27 1.85 1.56  0.25
H: 0.98 1.19 0.40  0.24
H: 0.74 -1.45 -0.92  0.24
H: 3.32 2.19 -2.49  0.21

Properties
energy relative to the best compared isomer or geometry (same formula, charge and spin)	0.0000	eV
LUMO level	-3.491	eV
highest occupied orbital energy	-13.3	eV
gap between HOMO and LUMO	0.35903	Eh
total charge	+1

=====

# 7
Molecular formula: C6H14BrN2
Method: DFT, ωB97M-V/def2-TZVPD

Last column: natural (NBO) charge in e.
Atoms and positions in Å:
C: -0.46 -0.98 -0.79  0.65
C: -1.18 -2.07 -1.48  -0.79
C: -0.90 1.58 1.25  -0.63
C: -0.09 2.52 -0.99  -0.64
C: 2.15 -1.32 1.58  -0.50
C: -0.03 1.38 -0.01  -0.05
N: 0.95 -1.96 1.12  -0.38
N: -0.57 0.27 -0.81  -0.53
Br: 1.14 -3.57 0.25  0.27
H: -2.20 -2.15 -1.05  0.29
H: -0.71 -3.05 -1.48  0.29
H: -1.37 -1.97 -2.47  0.27
H: -0.79 2.52 1.73  0.25
H: -1.91 1.27 1.10  0.23
H: -0.72 0.72 1.98  0.23
H: -1.12 2.88 -1.09  0.23
H: 0.33 2.22 -1.94  0.22
H: 0.55 3.39 -0.66  0.26
H: 2.11 -0.29 1.28  0.22
H: 1.95 -1.43 2.68  0.26
H: 3.02 -1.97 1.10  0.22
H: 0.98 1.29 0.21  0.22
H: -1.12 0.73 -1.52  0.42

Properties
energy relative to the best compared isomer or geometry (same formula, charge and spin)	5.7798	eV
LUMO level (spin up / spin down)	-5.264 / -4.364	eV
highest occupied orbital energy (spin up / spin down)	-13.0 / -13.2	eV
gap between HOMO and LUMO (spin up / spin down)	0.28297 / 0.32305	Eh
total charge	+1

=====

# 8
Molecular formula: C6H14CdO3
Method: DFT, ωB97M-V/def2-TZVPD

Last column: natural (NBO) charge in e.
Atoms and positions in Å:
H: -0.42 2.06 -1.35  0.18
C: -1.88 -0.37 -1.96  -0.27
H: -2.65 -1.14 -2.09  0.24
H: -1.49 -0.16 -2.96  0.23
H: -2.34 0.44 -1.39  0.23
C: 0.57 2.41 -0.83  -0.27
O: 1.21 1.26 -0.31  -0.67
C: 1.11 1.13 1.12  -0.11
C: 1.66 -0.22 1.53  -0.11
O: 1.19 -1.25 0.65  -0.66
C: -0.01 -1.99 0.94  -0.11
C: -1.18 -1.40 0.17  -0.11
O: -0.79 -1.08 -1.16  -0.70
H: 0.30 3.09 -0.01  0.23
H: 1.24 2.92 -1.54  0.24
H: 0.06 1.22 1.41  0.20
H: 1.69 1.94 1.58  0.25
H: 1.37 -0.46 2.56  0.25
H: 2.75 -0.23 1.44  0.24
H: -0.20 -1.96 2.02  0.25
H: 0.18 -3.02 0.64  0.24
H: -1.50 -0.47 0.66  0.20
H: -2.01 -2.11 0.16  0.25
Cd: 1.14 -0.61 -1.26  1.81

Properties
energy relative to the best compared isomer or geometry (same formula, charge and spin)	0.0000	eV
LUMO level	-9.935	eV
highest occupied orbital energy	-19.0	eV
gap between HOMO and LUMO	0.33327	Eh
total charge	+2

=====

# 9
Molecular formula: C6H14ClCrN2O2
Method: DFT, ωB97M-V/def2-TZVPD

Last column: Mulliken spin population.
Atoms and positions in Å:
Cr: -1.61 1.24 -3.47  5.90
Cl: -0.86 0.17 -2.02  0.07
C: 2.91 0.71 0.81  0.07
C: 2.14 0.25 -0.41  -0.04
O: 2.71 -0.62 -1.09  0.72
N: 1.00 0.82 -0.75  0.24
C: 0.51 2.14 -0.21  0.06
H: 2.36 1.49 1.34  0.01
H: 3.92 0.84 0.44  0.00
H: 2.97 -0.20 1.42  0.00
H: 0.47 0.59 -1.58  -0.05
H: 0.10 2.06 0.79  0.00
H: -0.32 2.54 -0.80  -0.03
H: 1.32 2.86 -0.35  0.02
C: -2.50 -2.22 -0.73  0.06
C: -1.76 -1.84 0.53  -0.03
O: -1.70 -2.62 1.49  0.87
N: -1.12 -0.72 0.54  0.07
C: -0.47 -0.10 1.67  0.01
H: -1.92 -2.92 -1.33  0.00
H: -2.90 -1.38 -1.31  0.02
H: -3.37 -2.82 -0.48  0.00
H: -1.09 -0.40 -0.42  0.02
H: -0.64 -0.65 2.60  0.00
H: -0.73 0.95 1.78  0.00
H: 0.60 -0.19 1.53  0.00

Properties
energy relative to the best compared isomer or geometry (same formula, charge and spin)	4.5958	eV
multiplicity	9
LUMO level (spin up / spin down)	-3.287 / -8.345	eV
<S²>	20.018
highest occupied orbital energy (spin up / spin down)	-7.1 / -14.7	eV
gap between HOMO and LUMO (spin up / spin down)	0.13863 / 0.23370	Eh
total charge	+1

=====

# 10
Molecular formula: C6H14ClIO3PV
Method: DFT, ωB97M-V/def2-TZVPD

Last column: Mulliken spin population.
Atoms and positions in Å:
C: -0.21 2.36 0.47  -0.01
C: -1.73 2.56 0.77  0.00
H: -0.02 3.10 -0.33  0.00
H: -0.02 1.39 0.02  0.00
H: 0.41 2.61 1.33  0.00
O: -2.47 2.90 -0.13  0.00
I: -2.74 1.76 2.36  -0.02
V: 1.15 -1.43 1.69  2.42
P: 0.68 -1.46 -0.77  -0.25
C: -0.76 -2.34 -1.52  -0.02
C: 1.52 -0.93 -2.31  -0.02
H: 2.35 -2.50 0.73  -0.05
H: 2.06 -3.37 -0.82  -0.01
H: 0.87 -3.47 0.59  0.00
C: 1.56 -2.85 0.01  0.07
H: 2.43 -0.36 -2.08  0.00
H: 1.77 -1.79 -2.96  -0.01
H: -0.45 -3.02 -2.35  -0.01
H: -1.50 -1.61 -1.90  0.00
H: 0.86 -0.26 -2.89  0.00
H: -1.23 -2.95 -0.73  0.00
C: -0.82 -0.66 1.04  -0.06
O: -1.86 -0.57 0.44  0.01
Cl: 2.26 0.35 2.43  -0.04
O: -1.35 4.39 1.95  0.00
H: -0.61 3.97 2.45  0.00
H: -2.13 4.16 2.52  0.00

Properties
energy relative to the best compared isomer or geometry (same formula, charge and spin)	0.7074	eV
multiplicity	3
LUMO level (spin up / spin down)	-11.148 / -10.179	eV
<S²>	2.161
highest occupied orbital energy (spin up / spin down)	-14.9 / -15.0	eV
gap between HOMO and LUMO (spin up / spin down)	0.13888 / 0.17654	Eh
total charge	+2